Computed, not measured: a gas-phase ion, C5H6N (charge +1) at a distorted geometry, with ωB97M-V/def2-TZVPD.

Structure (XYZ):
```
12
Properties=species:S:1:pos:R:3:forces:R:3:nbo_charge:R:1
C 1.4359 -0.0224 1.5687 3.878 1.197 1.377 -0.490
C -0.5713 1.6414 -1.3609 -2.038 1.507 1.102 0.070
C -0.2366 -1.4922 0.2628 2.735 1.417 1.278 -0.412
C -1.0117 -0.6632 -0.5354 -1.896 -0.008 -1.344 0.204
C 0.7616 -0.8958 0.9422 -1.892 -0.513 0.028 0.288
N -0.9130 0.5832 -0.8244 -0.097 -2.403 1.565 -0.280
H 2.4387 0.2765 1.1307 -1.133 -0.428 -0.081 0.287
H 1.5473 0.3227 2.6446 -1.345 -0.582 -1.266 0.312
H -0.9534 2.6061 -0.8423 1.123 -1.342 -1.327 0.254
H -0.2218 1.4602 -2.3467 1.050 1.035 -0.962 0.233
H -0.4499 -2.5198 0.2872 -0.050 -1.137 -0.045 0.275
H -1.8259 -1.2966 -0.9265 -0.335 1.256 -0.326 0.258
```
Forces are in eV/Å.

Summary:
largest force on an atom = 4.29 eV/A
ΔE to the lowest compared entry with this formula, charge and spin = 88.2 kcal per mole
net charge = +1
highest occupied orbital energy = -14.56 eV
frontier orbital gap = 9.3 eV
LUMO energy = -5.3 eV